No. 1
Computed, not measured: a cluster of 10 separate species, C78H174N10O14 in total, with the ωB97M-V functional and the def2-TZVPD basis.

Last column: Löwdin charge in e.
Atoms and positions in Å:
H: 22.865 15.587 23.670  0.073
N: 28.167 18.217 19.453  -0.068
H: 13.410 13.340 21.803  0.070
H: 17.155 20.171 20.808  0.073
H: 11.650 8.475 23.288  0.077
H: 23.619 17.169 27.754  0.113
O: 11.499 11.103 20.977  -0.023
H: 21.818 13.497 29.059  0.110
H: 24.542 21.088 16.696  0.083
H: 18.177 21.829 18.326  0.100
C: 26.546 24.309 18.657  -0.140
H: 26.499 22.200 17.735  0.111
H: 24.968 17.303 16.761  0.069
H: 12.960 20.267 22.936  0.098
H: 13.090 10.802 25.165  0.111
H: 22.037 14.727 15.444  0.105
H: 30.569 17.462 21.930  0.094
H: 24.633 15.355 11.039  0.083
C: 15.200 17.199 23.002  -0.428
C: 25.025 23.454 20.747  -0.500
H: 22.152 18.033 19.256  0.114
C: 11.398 11.828 23.636  -0.059
H: 16.707 13.616 26.150  0.115
C: 15.983 11.967 27.840  -0.038
H: 23.885 15.678 29.855  0.108
H: 27.296 13.384 22.904  0.085
C: 16.108 16.240 23.811  -0.044
C: 23.434 18.481 21.379  -0.087
C: 24.486 22.612 18.257  -0.439
C: 25.249 22.763 22.123  -0.016
N: 19.350 18.710 18.601  -0.114
N: 21.142 15.476 19.046  -0.018
H: 25.916 23.322 22.779  0.085
H: 17.880 12.673 21.865  0.077
C: 24.010 16.452 25.841  -0.209
C: 30.157 18.426 22.229  -0.124
C: 24.109 12.627 21.964  -0.138
C: 25.727 9.947 18.971  -0.046
C: 19.249 21.635 18.366  -0.184
H: 22.792 16.013 17.784  0.107
H: 15.172 10.455 19.746  0.084
H: 15.858 16.471 29.578  0.078
H: 13.567 15.594 24.570  0.100
C: 27.983 16.780 19.027  -0.170
H: 22.427 14.541 32.981  0.090
H: 17.264 16.300 27.271  0.106
C: 25.694 14.267 21.009  -0.028
H: 19.160 21.526 20.541  0.122
H: 27.217 23.131 20.359  0.108
H: 24.273 17.447 25.482  0.123
C: 23.879 11.187 19.922  -0.133
H: 30.831 19.027 22.839  0.089
H: 25.220 11.950 17.382  0.073
H: 27.565 24.552 18.356  0.104
H: 19.719 16.917 18.745  0.046
C: 18.512 14.539 26.806  -0.191
O: 23.363 21.955 20.237  -0.014
H: 18.244 12.045 29.871  0.088
C: 13.623 19.646 23.538  -0.126
C: 24.513 14.150 14.985  -0.211
H: 17.120 16.478 23.485  0.085
H: 22.895 15.634 10.994  0.092
H: 20.602 20.933 19.868  0.109
H: 17.773 13.560 23.367  0.078
H: 20.717 20.907 17.090  0.088
H: 25.238 16.504 27.429  0.115
H: 24.339 22.595 22.699  0.075
H: 18.479 14.916 25.784  0.104
C: 13.790 12.689 21.016  -0.022
H: 24.772 25.426 21.577  0.089
C: 17.886 13.677 22.289  -0.086
H: 23.232 24.554 21.209  0.082
H: 23.632 13.498 22.413  0.106
H: 16.036 11.516 26.849  0.066
H: 13.615 9.421 24.302  0.112
H: 28.065 16.652 21.631  0.099
H: 23.246 11.130 19.036  0.101
C: 21.107 12.755 15.833  -0.173
H: 22.230 12.157 20.972  0.102
H: 21.195 15.771 23.953  0.082
H: 20.794 11.804 18.945  0.070
H: 25.079 13.393 13.096  0.121
H: 23.984 11.747 22.596  0.124
C: 20.301 18.411 16.325  -0.006
H: 19.300 12.306 28.424  0.069
C: 17.856 19.132 16.702  -0.047
H: 20.346 17.322 16.355  0.072
H: 18.189 10.980 28.561  0.078
C: 13.372 10.475 24.164  -0.139
C: 28.076 16.542 17.500  -0.217
C: 17.671 15.247 29.093  -0.462
H: 18.988 17.964 21.318  0.083
H: 22.911 14.888 27.242  0.082
H: 17.154 19.862 17.104  0.070
H: 19.643 15.860 29.859  0.081
H: 28.717 16.106 19.468  0.100
H: 13.775 20.255 24.429  0.120
H: 23.437 13.155 16.377  0.065
C: 22.903 17.266 19.446  -0.215
H: 12.544 18.135 25.557  0.089
C: 14.111 10.442 19.996  -0.055
H: 17.487 18.121 16.871  0.083
H: 26.392 11.891 23.394  0.091
H: 27.671 19.671 20.900  0.110
C: 12.891 18.276 23.450  -0.497
H: 27.923 11.211 21.217  0.105
H: 22.193 17.227 23.912  0.076
H: 10.435 11.898 23.129  0.082
C: 26.442 23.866 20.140  -0.141
C: 19.440 14.567 20.758  -0.202
N: 23.488 13.230 15.371  -0.059
O: 23.613 14.860 12.780  -0.196
H: 18.593 14.981 20.210  0.114
H: 19.635 22.653 18.403  0.108
C: 26.001 17.646 16.710  -0.068
H: 11.304 19.091 24.767  0.086
H: 20.034 18.739 15.320  0.078
H: 14.829 19.875 21.640  0.097
H: 10.706 9.363 24.457  0.082
C: 23.259 12.386 20.699  -0.178
C: 24.167 16.318 27.349  -0.206
C: 22.159 16.189 24.242  -0.075
H: 11.947 12.745 23.425  0.072
H: 28.704 15.694 17.227  0.119
H: 11.327 17.337 24.510  0.079
H: 19.556 14.125 29.537  0.044
O: 19.178 14.334 22.134  -0.186
H: 16.917 20.202 19.151  0.067
H: 24.857 13.341 18.436  0.055
C: 19.389 18.946 21.064  -0.033
C: 13.819 11.177 21.256  -0.513
H: 15.408 13.737 30.103  0.100
H: 14.394 12.320 23.785  0.096
C: 25.587 12.820 21.643  -0.455
C: 27.524 18.611 20.693  -0.184
C: 25.364 11.366 19.510  -0.435
H: 23.692 14.979 31.878  0.077
H: 26.791 24.684 20.769  0.102
H: 25.102 14.571 20.146  0.048
H: 19.194 19.700 21.826  0.091
H: 27.046 16.404 19.437  0.097
H: 23.692 10.263 20.469  0.118
C: 17.193 12.878 28.127  -0.487
C: 16.904 16.353 29.864  -0.041
C: 22.496 13.944 29.787  -0.238
H: 30.007 19.097 21.383  0.075
C: 18.099 15.736 27.687  -0.116
H: 15.898 11.201 28.611  0.081
C: 22.544 15.919 18.841  -0.176
C: 17.385 19.586 19.918  -0.031
C: 11.950 18.221 24.647  -0.044
H: 19.617 13.613 20.261  0.093
H: 26.713 14.399 20.645  0.067
C: 25.439 12.425 18.338  -0.018
C: 23.437 23.641 17.699  -0.028
C: 14.952 10.803 22.243  -0.112
H: 23.551 18.264 22.441  0.072
C: 24.120 21.204 17.694  -0.018
H: 16.769 18.704 22.606  0.087
H: 13.170 12.833 20.131  0.084
H: 20.108 13.165 15.683  0.113
O: 21.892 14.186 31.021  -0.190
C: 23.673 14.994 11.409  -0.120
O: 23.273 17.183 20.806  -0.193
H: 23.204 13.292 20.095  0.069
H: 15.398 11.068 24.436  0.095
H: 21.945 13.630 13.966  0.110
C: 19.524 20.927 19.706  -0.131
H: 20.952 16.124 21.185  0.097
H: 18.203 12.624 26.279  0.129
H: 23.816 17.560 18.929  0.103
H: 22.306 15.986 29.265  0.112
C: 23.113 15.255 29.213  -0.210
N: 26.175 11.752 20.718  -0.110
H: 26.083 25.294 18.598  0.096
H: 15.919 11.251 22.016  0.096
C: 26.326 12.888 22.957  -0.045
C: 14.606 11.254 23.710  -0.167
O: 13.306 15.901 23.698  -0.013
H: 15.056 12.538 27.787  0.082
H: 14.680 15.787 21.326  0.062
H: 24.535 20.379 18.274  0.068
H: 10.277 9.410 22.783  0.081
H: 11.510 17.407 21.966  0.077
H: 14.701 17.482 20.828  0.063
C: 19.289 19.218 17.219  -0.447
H: 23.293 13.207 29.878  0.114
H: 24.167 25.231 19.904  0.064
H: 20.686 10.952 17.497  0.092
H: 23.149 23.475 16.661  0.085
C: 19.640 20.779 17.199  -0.122
H: 15.927 15.166 23.865  0.063
C: 14.948 19.785 22.720  -0.171
H: 14.805 13.042 20.833  0.085
O: 16.343 13.646 30.300  -0.002
H: 23.225 15.148 19.200  0.083
H: 11.284 19.102 22.293  0.078
H: 15.460 20.704 23.002  0.106
H: 22.569 19.141 21.322  0.071
C: 12.138 10.571 23.203  -0.476
H: 14.028 9.355 20.002  0.094
H: 18.924 14.797 30.957  0.084
N: 12.536 10.563 21.753  -0.076
C: 20.867 15.248 20.542  -0.118
C: 18.305 12.041 28.783  -0.029
H: 19.518 12.248 17.865  0.092
H: 26.729 10.059 18.557  0.073
H: 17.066 14.234 21.836  0.068
H: 16.967 16.222 30.944  0.075
N: 23.682 15.009 27.883  -0.026
N: 16.850 14.016 29.027  -0.109
C: 22.122 13.719 15.038  -0.141
H: 16.033 16.567 24.848  0.076
H: 21.036 11.739 15.442  0.118
H: 21.044 14.611 18.534  0.070
H: 16.171 18.722 24.206  0.119
O: 26.775 16.464 17.013  -0.210
C: 24.251 24.764 20.885  -0.029
O: 27.539 11.790 20.555  -0.007
C: 24.712 14.357 13.447  -0.224
C: 25.902 23.105 17.850  -0.111
H: 23.621 13.986 10.997  0.089
H: 17.766 19.273 15.625  0.078
H: 11.579 12.043 21.154  0.066
H: 19.289 21.262 16.287  0.118
H: 25.592 21.743 21.952  0.075
N: 24.463 22.575 19.762  -0.164
H: 25.560 15.026 13.302  0.118
H: 25.464 13.840 15.418  0.115
H: 26.461 12.794 18.248  0.080
H: 17.286 17.357 29.681  0.079
H: 21.645 14.610 20.961  0.089
C: 15.841 18.623 23.172  -0.132
H: 25.728 13.514 23.619  0.078
H: 28.643 17.326 16.999  0.117
C: 11.134 9.420 23.457  -0.039
H: 26.260 18.045 15.729  0.090
O: 21.390 12.919 17.237  -0.220
C: 12.047 18.342 22.124  -0.023
H: 25.855 9.166 19.720  0.079
H: 27.996 18.821 18.661  0.084
O: 18.901 17.418 18.702  -0.027
H: 13.522 10.873 19.187  0.086
N: 13.840 17.184 23.599  -0.129
H: 20.469 18.912 20.922  0.060
H: 19.502 14.286 27.188  0.109
O: 28.912 18.236 22.795  -0.181
H: 19.009 16.326 27.584  0.118
H: 22.701 22.610 20.004  0.077
H: 26.968 17.610 22.463  0.107
C: 22.893 14.256 32.038  -0.095
H: 26.444 18.630 20.548  0.077
H: 25.556 15.048 21.757  0.078
H: 24.312 19.004 20.999  0.068
H: 16.883 18.623 20.011  0.076
H: 25.082 9.506 18.211  0.083
H: 26.065 18.419 17.476  0.062
H: 12.596 18.537 21.203  0.072
C: 15.178 16.745 21.475  -0.006
O: 22.629 16.195 25.584  -0.223
H: 15.098 9.727 22.342  0.121
H: 22.503 23.498 18.243  0.063
C: 20.570 11.962 17.890  -0.127
C: 18.900 19.543 19.758  -0.501
H: 23.707 24.688 17.837  0.071
H: 21.299 18.752 16.601  0.065
H: 11.086 11.790 24.680  0.088
H: 23.052 21.036 17.557  0.060
H: 25.750 23.560 16.871  0.104
H: 16.184 16.649 21.067  0.060
H: 24.338 15.142 15.400  0.097
C: 17.586 13.386 26.753  -0.170
H: 24.612 15.706 25.322  0.115
C: 27.930 17.683 21.956  -0.179
C: 18.989 14.989 29.886  -0.041
H: 23.355 13.271 32.112  0.087

For the HOMO energy, the calculation gives -0.292 hartree. The SMILES is CC1(C)CCCC(C)(C)N1O.CC1(C)CCCC(C)(C)N1O.CC1(C)CCCC(C)(C)N1O.CC1(C)CCCC(C)(C)N1O.CC1(C)CCCC(C)(C)N1O.CC1(C)CCCC(C)(C)N1O.COCCNCCOC.COCCNCCOC.COCCNCCOC.COCCNCCOC. Its lowest unoccupied orbital energy is 0.4 eV.

=====

No. 2
Computed, not measured: a structure of composition C8H15NO8Pd, with the ωB97M-V functional and the def2-TZVPD basis.

Last column: Mulliken spin population.
Atoms and positions in Å:
N: 8.735 20.475 11.644  0.032
O: 11.052 21.797 12.166  0.005
O: 11.587 22.517 8.687  0.096
C: 7.514 21.042 11.080  -0.036
O: 10.920 19.356 9.476  0.175
C: 10.959 22.515 7.564  -0.031
H: 6.440 22.712 10.268  0.005
H: 8.551 19.482 11.585  -0.003
C: 9.968 22.108 13.064  0.005
H: 9.310 20.060 13.535  0.000
C: 8.394 24.397 10.000  0.012
H: 7.143 23.070 11.827  0.000
O: 9.691 22.220 7.799  0.286
H: 9.379 24.737 9.679  -0.002
H: 12.894 22.609 11.629  -0.001
H: 6.687 20.496 11.549  0.005
H: 7.547 20.781 10.016  0.008
C: 10.186 18.865 8.546  -0.035
H: 8.079 25.001 10.857  -0.001
H: 10.311 22.221 14.095  0.001
O: 11.351 21.963 6.493  0.040
H: 12.657 22.637 13.335  0.000
O: 8.548 23.014 10.258  0.038
H: 11.760 23.727 12.259  0.000
H: 9.397 22.966 12.702  -0.004
C: 12.113 22.699 12.385  0.001
H: 8.073 21.403 13.577  0.000
O: 9.016 19.463 8.536  0.208
Pd: 9.908 21.303 9.801  1.145
C: 7.341 22.570 10.870  0.009
O: 10.566 18.637 7.363  0.044
C: 8.923 20.958 13.050  -0.002
H: 7.692 24.591 9.185  -0.001

The expectation value of S² is 2.0116. For the HOMO energy (alpha / beta), the calculation gives 0.022 / 0.043 hartree. As for the net charge: -2. As for the spin multiplicity: 3. Its lowest unoccupied orbital energy (alpha / beta) is 4.8 / 4.8 eV.

=====

Maximum force list, top to bottom, in eV/A: 3.9, 7.5
Energy above the lowest of the compared OMol25 structures with the same formula, charge and spin list, top to bottom, in eV: 6.169, 0.072